1 | 21
Properties=species:S:1:pos:R:3 method="wB97M-V/def2-TZVPD" spin_multiplicity=1 lumo_ev=0.16
C -0.96369 2.40303 1.40826
N -0.01515 2.24065 0.25597
O 0.25557 3.19513 -0.39798
O 0.35384 1.12812 -0.00502
H -1.90831 2.69908 0.99100
H -0.61586 3.24257 1.99299
H -0.93302 1.48068 1.94942
C 1.62124 0.31512 -2.50897
N 1.45980 -0.95785 -1.70811
O 0.43323 -1.56587 -1.90524
O 2.31447 -1.31276 -0.91742
H 0.65332 0.49721 -2.95645
H 2.33694 0.08771 -3.28998
H 1.86968 1.14162 -1.85735
C -0.62326 -2.59956 1.00140
N -1.39574 -1.47657 1.65375
O -0.93842 -0.99270 2.69836
O -2.39946 -1.01641 1.07997
H 0.44054 -2.52980 1.12125
H -0.87736 -2.48900 -0.08370
H -1.06836 -3.49040 1.47784


2 | 21
Properties=species:S:1:pos:R:3 method="wB97M-V/def2-TZVPD" spin_multiplicity=1 lumo_ev=-0.41
C -0.33406 -4.66976 1.62816
N -0.41012 -3.88792 0.38745
O -1.41072 -3.18870 0.21562
O 0.48636 -4.15364 -0.43647
H -0.49108 -5.69861 1.30425
H -1.07688 -4.29173 2.33060
H 0.68217 -4.47114 1.96863
C 2.30730 3.36899 -0.35916
N 1.46294 4.61369 -0.52876
O 0.83941 5.07526 0.41878
O 1.41293 5.01740 -1.70933
H 1.83564 2.52441 0.14314
H 3.15244 3.61006 0.28561
H 2.64470 3.16248 -1.37483
C -1.94069 -0.06717 -0.90919
N -1.10003 1.04439 -0.31097
O -0.51606 0.76156 0.72553
O -1.25312 2.15487 -0.74154
H -2.75889 -0.20059 -0.20147
H -1.34407 -0.97931 -0.92213
H -2.18820 0.27546 -1.91391


Structures ranked by computed energy, the most stable listed first: 1, 2.